# 1
An isolated molecule of C3H4INO, computed with ωB97M-V with the def2-TZVPD basis set.

Atoms and positions in Å:
I 1.29 2.57 -2.02
O -1.03 0.83 -1.07
N 1.16 1.07 -0.66
C -0.01 -0.60 0.55
C -0.04 0.48 -0.46
C -1.12 -1.27 0.85
H -1.13 -2.06 1.58
H -2.05 -1.02 0.36
H 2.00 0.81 -0.18
H 0.93 -0.82 1.03

SMILES string: C=CC(=O)NI
E_tot (eV): -14813.1189
2S+1: 1
Energy above the lowest of the compared OMol25 structures with the same formula, charge and spin (eV): 0.294
Orbital gap (eV): 9.1196



# 2
C3H4INO2 as an isolated structure at a distorted geometry, computed with ωB97M-V with the def2-TZVPD basis set.

Atoms and positions in Å:
I 2.58 -0.43 -1.21
O 1.92 1.82 0.86
O -0.22 -1.72 -1.53
N 0.88 -0.31 -0.23
C -1.53 -0.17 -0.18
C 1.15 1.00 1.07
C -0.28 -0.82 -0.72
H -1.43 -0.35 0.91
H -1.34 0.90 -0.27
H -2.37 -0.66 -0.63
H 0.64 0.75 1.92

E_tot (eV): -16859.0841
2S+1: 1
Energy above the lowest of the compared OMol25 structures with the same formula, charge and spin (eV): 2.351
Orbital gap (eV): 8.7552



# 3
An isolated molecule of C3H4INS at a distorted geometry, computed with ωB97M-V with the def2-TZVPD basis set.

Atoms and positions in Å:
I -4.35 2.71 0.22
S -2.25 1.33 0.36
N 0.23 0.93 -0.73
C -0.65 1.81 -0.76
C -0.08 -0.33 -0.30
C 0.74 -1.08 0.44
H -1.04 -0.65 -0.67
H 0.65 -2.15 0.57
H -0.54 2.71 -1.29
H 1.70 -0.58 0.63

<S²>: 2.013
E_tot (eV): -23597.7331
2S+1: 3
Energy above the lowest of the compared OMol25 structures with the same formula, charge and spin (eV): 0.000
Orbital gap (spin up / spin down) (eV): 7.5065 / 5.7596



# 4
A 2-piece molecular cluster, C3H4IPS overall at a distorted geometry, computed with ωB97M-V with the def2-TZVPD basis set.

Atoms and positions in Å:
I 1.78 2.50 -1.95
S 0.38 3.78 -3.27
P 1.71 0.10 0.37
C 0.69 1.04 1.46
C -0.06 1.89 1.81
C 0.53 -0.77 -0.74
H -0.33 -0.20 -1.05
H -0.72 2.65 2.08
H 0.25 -1.81 -0.25
H 1.01 -1.08 -1.59

E_tot (eV): -31395.4182
2S+1: 1
Energy above the lowest of the compared OMol25 structures with the same formula, charge and spin (eV): 3.399
Orbital gap (spin up / spin down) (eV): 4.3161 / 4.3413



# 5
C3H4KMgO3 as an isolated structure at a distorted geometry, computed with ωB97M-V with the def2-TZVPD basis set.

Atoms and positions in Å:
K 0.33 0.73 -3.05
Mg -1.82 -1.85 0.25
O -2.56 0.01 -0.03
O 0.02 -1.30 0.21
O -1.68 1.64 -1.27
C -1.92 1.03 -0.26
C 0.64 -0.33 0.90
C 1.95 -0.11 0.30
H 2.61 0.65 0.72
H 0.72 -0.51 1.99
H -0.56 0.87 0.69
H 2.25 -0.83 -0.46

<S²>: 0.798
E_tot (eV): -31069.4100
2S+1: 2
Energy above the lowest of the compared OMol25 structures with the same formula, charge and spin (eV): 2.201
Orbital gap (spin up / spin down) (eV): 6.7165 / 7.4227
Total charge: +2



# 6
C3H4KO3 as an isolated structure at a distorted geometry, computed with ωB97M-V with the def2-TZVPD basis set.

Atoms and positions in Å:
K 0.43 1.95 2.11
O -2.33 1.04 -1.20
O -1.55 1.44 0.86
O -1.20 -0.55 -0.15
C -1.74 0.74 -0.16
C 1.17 -0.40 -0.30
C 0.05 -0.72 0.41
H 2.15 -0.57 0.15
H 0.09 -1.44 1.24
H 1.82 -1.75 -1.78
H 1.09 0.27 -1.17

E_tot (eV): -25641.0942
2S+1: 1
Energy above the lowest of the compared OMol25 structures with the same formula, charge and spin (eV): 1.964
Orbital gap (spin up / spin down) (eV): 2.5687 / 2.5680
Total charge: -1



# 7
C3H4LiMgO3 as an isolated structure at a distorted geometry, computed with ωB97M-V with the def2-TZVPD basis set.

Atoms and positions in Å:
Mg -0.06 -3.12 0.20
O 1.31 -0.60 2.00
O 0.91 1.77 -0.15
O 0.00 -1.59 -0.84
C 0.31 -1.21 1.95
C -0.17 1.42 -0.79
C -0.59 -0.44 -0.32
Li 2.03 1.03 1.02
H -1.10 1.99 -0.59
H -0.01 1.22 -1.88
H -1.27 -0.16 0.51
H -1.35 -0.30 -1.12

E_tot (eV): -14958.0887
2S+1: 1
Energy above the lowest of the compared OMol25 structures with the same formula, charge and spin (eV): 4.495
Orbital gap (spin up / spin down) (eV): 8.1584 / 5.0794
Total charge: +1



# 8
C3H4LiO4Tl as an isolated structure at a distorted geometry, computed with ωB97M-V with the def2-TZVPD basis set.

Atoms and positions in Å:
Tl 1.79 0.46 1.97
O 0.70 -1.34 1.60
O -1.27 -2.14 1.08
O -0.70 -0.09 0.39
O 1.28 1.00 -0.24
C -0.09 1.62 -1.27
C -0.46 -1.21 1.10
C -0.01 0.18 -0.82
Li -0.09 -2.97 2.47
H -0.21 -0.68 -1.49
H -1.06 1.88 -1.71
H 0.06 2.62 -0.82
H 0.07 0.68 -2.25

<S²>: 0.759
E_tot (eV): -16251.9686
2S+1: 2
Energy above the lowest of the compared OMol25 structures with the same formula, charge and spin (eV): 4.137
Orbital gap (spin up / spin down) (eV): 9.5573 / 7.6404
Total charge: +1



# 9
C3H4Mg2O4 as an isolated structure at a distorted geometry, computed with ωB97M-V with the def2-TZVPD basis set.

Atoms and positions in Å:
Mg 4.81 -0.61 -1.25
Mg -2.62 1.61 1.47
O -1.03 1.73 0.41
O -1.31 -0.59 0.54
O 2.95 -1.34 -0.89
O 3.38 0.80 -0.92
C -0.77 0.52 -0.10
C 2.57 -0.15 -0.74
C -2.66 -0.46 1.04
H -2.74 -1.18 1.87
H -0.55 0.36 -1.17
H 1.32 0.10 -0.50
H -3.36 -0.80 0.25

<S²>: 0.752
E_tot (eV): -22246.5196
2S+1: 2
Energy above the lowest of the compared OMol25 structures with the same formula, charge and spin (eV): 0.406
Orbital gap (spin up / spin down) (eV): 2.9807 / 8.1212
Total charge: +1



# 10
C3H4MgO3 as an isolated structure at a distorted geometry, computed with ωB97M-V with the def2-TZVPD basis set.

Atoms and positions in Å:
Mg -2.63 -0.09 0.85
O -0.19 -0.28 -2.47
O -1.39 0.10 -0.58
O 0.77 -0.61 -0.54
C 1.02 -2.04 -3.57
C 0.95 -0.88 -2.67
C -0.25 -0.12 -0.98
H 1.85 -0.28 -2.48
H 1.67 -1.76 -4.41
H 1.55 -2.85 -3.03
H 0.04 -2.36 -3.91

E_tot (eV): -14743.0920
2S+1: 1
Energy above the lowest of the compared OMol25 structures with the same formula, charge and spin (eV): 1.202
Orbital gap (eV): 7.0654
Total charge: +2



# 11
C3H4MgO3Tl as an isolated structure at a distorted geometry, computed with ωB97M-V with the def2-TZVPD basis set.

Atoms and positions in Å:
Tl -3.58 -0.06 0.91
Mg 0.24 0.42 -0.42
O 2.11 1.12 0.26
O -1.43 -0.45 0.01
O 4.16 0.13 0.37
C 0.46 -1.64 -1.01
C -0.99 -1.73 -0.50
C 3.24 0.84 0.41
H 0.55 -1.81 -2.10
H -1.08 -2.47 0.31
H 1.11 -2.35 -0.49
H -1.68 -2.04 -1.31

E_tot (eV): -19450.3877
2S+1: 1
Energy above the lowest of the compared OMol25 structures with the same formula, charge and spin (eV): 0.000
Orbital gap (eV): 7.3746
Total charge: +1



# 12
A 2-piece molecular cluster, C3H4N2 overall at a distorted geometry, computed with ωB97M-V with the def2-TZVPD basis set.

Atoms and positions in Å:
N -2.15 0.09 0.32
N 1.30 0.01 -1.21
C 0.68 -0.27 1.20
C 1.01 -0.16 0.06
C -1.23 0.73 -0.03
H 1.64 0.97 -1.29
H -2.47 -0.70 0.73
H 0.73 -0.28 -1.95
H 0.51 -0.39 2.18

E_tot (eV): -6151.6102
2S+1: 1
Energy above the lowest of the compared OMol25 structures with the same formula, charge and spin (eV): 4.291
Orbital gap (eV): 9.6620



Repeat the eighth record exactly.
C3H4LiO4Tl as an isolated structure at a distorted geometry, computed with ωB97M-V with the def2-TZVPD basis set.

Atoms and positions in Å:
Tl 1.79 0.46 1.97
O 0.70 -1.34 1.60
O -1.27 -2.14 1.08
O -0.70 -0.09 0.39
O 1.28 1.00 -0.24
C -0.09 1.62 -1.27
C -0.46 -1.21 1.10
C -0.01 0.18 -0.82
Li -0.09 -2.97 2.47
H -0.21 -0.68 -1.49
H -1.06 1.88 -1.71
H 0.06 2.62 -0.82
H 0.07 0.68 -2.25

<S²>: 0.759
E_tot (eV): -16251.9686
2S+1: 2
Energy above the lowest of the compared OMol25 structures with the same formula, charge and spin (eV): 4.137
Orbital gap (spin up / spin down) (eV): 9.5573 / 7.6404
Total charge: +1



- What is the E_tot in the second record?
  -16859.0841 eV